# 1
The following is a quantum chemistry calculation of a structure of composition C6H21AlB2ClFNaO12P3 in a non-equilibrium geometry, from OMol25.

The calculation puts the HOMO energy at -13.4425 eV. For the gap between HOMO and LUMO, the calculation gives 2.21 eV. The LUMO energy comes out at -11.23 eV. The largest force on an atom comes out at 5.801 eV/Å.

ORCA input file:
```
! RIJCOSX wB97M-V def2-TZVPD def2/J DEFGRID3
* xyz 2 1
C -0.15 0.03 4.18
C 0.14 0.11 2.67
O 1.29 -0.70 2.40
B 1.47 -1.09 1.11
O 0.63 -2.04 0.59
B 2.82 -0.33 0.28
C 2.69 -0.84 -1.29
O 3.31 -0.01 -2.22
O 4.69 -0.33 -2.29
P 2.64 1.58 0.52
O 3.73 2.41 -0.43
Cl 0.83 1.96 -0.37
P 4.43 -0.86 1.29
O 4.35 -0.25 2.61
O 5.76 -0.45 0.50
O 4.51 -2.47 1.49
H -1.23 -0.02 4.29
H 0.33 -0.83 4.63
H 0.22 0.94 4.65
H 0.43 1.15 2.44
H -0.68 -0.25 2.06
H 0.94 -2.89 0.96
H 1.63 -0.86 -1.56
H 3.06 -1.90 -1.39
H 5.13 0.36 -1.77
H 3.34 2.64 -1.29
H 6.10 -1.23 0.04
H 4.52 -2.86 0.61
Na 4.64 4.30 0.72
Al 2.30 -3.76 -0.74
C -5.36 -1.54 -2.40
O -4.34 -0.55 -2.13
P -4.80 1.01 -2.30
O -4.99 1.19 -3.75
O -3.38 1.60 -1.77
C -2.23 0.82 -1.52
O -5.62 2.26 -1.67
C -5.62 2.48 -0.24
H -4.93 -2.52 -2.21
H -6.22 -1.40 -1.73
H -5.69 -1.47 -3.43
H -1.82 0.43 -2.46
H -2.43 0.00 -0.83
H -1.48 1.48 -1.07
H -4.62 2.75 0.10
H -5.96 1.59 0.29
H -6.30 3.30 -0.03
F 1.92 -2.94 2.47
*
```

# 2
The following is a quantum chemistry calculation of a cluster of 2 separate species, C19H30N2O5 in total in a non-equilibrium geometry, from OMol25.

The calculation puts the HOMO energy at -7.7732 eV. For the gap between HOMO and LUMO, the calculation gives 8.25 eV. The energy above the lowest of the compared OMol25 structures with the same formula, charge and spin comes out at 12.9 kcal/mol. The LUMO energy comes out at 0.47 eV. The SMILES is CNC(=O)[C@H](CC(C)C)NC(C)=O.COc1cc(/C=C/CO)ccc1O. The largest force on an atom comes out at 2.920 eV/Å.

ORCA input file:
```
! RIJCOSX wB97M-V def2-TZVPD def2/J DEFGRID3
* xyz 0 1
C -3.72 -0.89 -6.38
N -2.67 -0.14 -5.70
C -1.68 -0.70 -5.00
O -1.58 -1.91 -4.87
C -0.59 0.20 -4.36
C -0.85 0.37 -2.84
C 0.28 1.06 -2.05
C -0.11 1.14 -0.58
C 1.60 0.31 -2.15
N -0.31 1.50 -4.99
C -1.15 2.53 -5.18
C -0.57 3.75 -5.84
O -2.33 2.52 -4.84
H -4.33 -1.42 -5.65
H -3.27 -1.62 -7.05
H -4.36 -0.21 -6.96
H -2.74 0.87 -5.67
H 0.31 -0.39 -4.45
H -1.77 0.95 -2.71
H -1.02 -0.61 -2.41
H 0.42 2.08 -2.42
H -1.06 1.66 -0.47
H -0.21 0.13 -0.17
H 0.65 1.68 -0.02
H 1.98 0.34 -3.17
H 2.34 0.78 -1.50
H 1.47 -0.73 -1.85
H 0.63 1.64 -5.32
H -1.35 4.50 -5.95
H -0.18 3.48 -6.82
H 0.23 4.16 -5.22
C 4.52 -1.34 4.13
O 4.13 -1.67 5.47
C 2.81 -1.53 5.84
C 1.76 -1.31 4.92
C 0.43 -1.19 5.36
C -0.70 -0.96 4.45
C -0.60 -0.56 3.13
C -1.80 -0.32 2.24
O -3.03 -0.36 2.96
C 0.15 -1.31 6.72
C 1.17 -1.53 7.64
C 2.50 -1.65 7.21
O 3.48 -1.87 8.14
H 4.10 -2.06 3.42
H 5.61 -1.38 4.04
H 4.19 -0.33 3.86
H 1.97 -1.25 3.87
H -1.69 -1.12 4.86
H 0.37 -0.39 2.69
H -1.70 0.67 1.77
H -1.82 -1.07 1.44
H -3.04 0.33 3.64
H -0.87 -1.22 7.08
H 0.93 -1.62 8.69
H 3.09 -1.99 9.02
*
```

# 3
The following is a quantum chemistry calculation of the molecule C2H3N3S in a non-equilibrium geometry, from OMol25.

The calculation puts the HOMO energy at -8.9834 eV. For the gap between HOMO and LUMO, the calculation gives 9.83 eV. The energy above the lowest of the compared OMol25 structures with the same formula, charge and spin comes out at 4.6 kcal/mol. The LUMO energy comes out at 0.85 eV. The SMILES is Sc1nc[nH]n1. The largest force on an atom comes out at 2.208 eV/Å.

ORCA input file:
```
! RIJCOSX wB97M-V def2-TZVPD def2/J DEFGRID3
* xyz 0 1
S -2.55 -0.23 -0.07
C -0.83 -0.23 -0.02
N -0.12 0.98 -0.05
C 1.12 0.58 -0.01
N 1.20 -0.75 -0.04
N -0.07 -1.31 0.06
H -2.74 1.01 0.39
H 1.94 1.28 -0.04
H 2.05 -1.34 -0.22
*
```

# 4
The following is a quantum chemistry calculation of a cluster of 2 separate species, C4H3IN2 in total in a non-equilibrium geometry, from OMol25.

The calculation puts the HOMO energy (alpha / beta) at -9.7976 / -9.0174 eV. For the gap between HOMO and LUMO (alpha / beta), the calculation gives 8.63 / 6.05 eV. The energy above the lowest of the compared OMol25 structures with the same formula, charge and spin comes out at 80.4 kcal/mol. The LUMO energy (alpha / beta) comes out at -1.17 / -2.97 eV. The largest force on an atom comes out at 4.547 eV/Å.

ORCA input file:
```
! RIJCOSX wB97M-V def2-TZVPD def2/J DEFGRID3
* xyz 0 1
C 1.38 -0.37 -0.34
C 0.38 0.64 1.63
C -1.60 0.25 -1.32
C 1.07 -0.41 1.01
N 1.67 -0.38 -1.48
N -0.04 1.63 2.07
I 1.70 -2.04 2.20
H -1.22 -0.86 -1.31
H -1.02 0.98 -1.80
H -2.32 0.55 -0.67
*
```

# 5
The following is a quantum chemistry calculation of the molecule C14H11N3O2, from OMol25.

The calculation puts the HOMO energy at -8.6121 eV. For the gap between HOMO and LUMO, the calculation gives 8.72 eV. The energy above the lowest of the compared OMol25 structures with the same formula, charge and spin comes out at 0.0 kcal/mol. The LUMO energy comes out at 0.10 eV. The SMILES is N#CC1=C(O)CCCn2c1nc1ccccc1c2=O. The largest force on an atom comes out at 0.755 eV/Å.

ORCA input file:
```
! RIJCOSX wB97M-V def2-TZVPD def2/J DEFGRID3
* xyz 0 1
N -2.59 -3.00 -1.11
C -2.22 -2.02 -0.64
C -1.88 -0.78 -0.06
C -2.83 -0.04 0.57
O -4.11 -0.40 0.65
C -2.49 1.24 1.26
C -2.10 2.35 0.27
C -1.23 1.82 -0.87
N -0.18 0.93 -0.42
C -0.47 -0.38 -0.11
N 0.42 -1.27 0.16
C 1.74 -0.91 0.17
C 2.71 -1.88 0.45
C 4.04 -1.52 0.49
C 4.43 -0.20 0.26
C 3.48 0.76 -0.02
C 2.13 0.42 -0.07
C 1.13 1.42 -0.39
O 1.35 2.59 -0.64
H -4.28 -1.24 0.21
H -1.65 1.06 1.94
H -3.35 1.55 1.85
H -2.99 2.81 -0.16
H -1.55 3.13 0.82
H -1.86 1.28 -1.59
H -0.74 2.65 -1.38
H 2.39 -2.89 0.63
H 4.79 -2.27 0.70
H 5.47 0.06 0.29
H 3.76 1.79 -0.21
*
```

# 6
The following is a quantum chemistry calculation of the molecule C7H18P2Si in a non-equilibrium geometry, from OMol25.

The calculation puts the HOMO energy at -8.2539 eV. For the gap between HOMO and LUMO, the calculation gives 9.10 eV. The energy above the lowest of the compared OMol25 structures with the same formula, charge and spin comes out at 0.0 kcal/mol. The LUMO energy comes out at 0.84 eV. The SMILES is C[Si](C)(P)P1CCCCC1. The largest force on an atom comes out at 4.301 eV/Å.

ORCA input file:
```
! RIJCOSX wB97M-V def2-TZVPD def2/J DEFGRID3
* xyz 0 1
C 2.23 1.45 0.75
Si 1.53 -0.36 0.80
C 1.79 -1.11 2.59
P 3.21 -1.79 -0.63
P -0.50 -0.97 -0.03
C -1.37 0.47 0.77
C -2.68 0.85 -0.03
C -2.59 0.95 -1.61
C -1.91 -0.34 -2.14
C -0.41 -0.28 -1.72
H 3.15 1.37 1.34
H 2.51 1.77 -0.21
H 1.55 2.06 1.18
H 1.16 -1.93 2.60
H 2.77 -1.45 2.73
H 1.59 -0.35 3.24
H 3.93 -1.94 0.54
H 2.59 -2.96 -0.49
H -0.72 1.35 0.84
H -1.57 0.25 1.87
H -3.08 1.86 0.18
H -3.50 0.16 0.17
H -3.51 1.15 -2.10
H -1.91 1.75 -1.78
H -2.43 -1.09 -1.44
H -2.26 -0.49 -3.16
H 0.29 -1.02 -2.43
H 0.15 0.64 -1.83
*
```

# 7
The following is a quantum chemistry calculation of the molecule C6H12O in a non-equilibrium geometry, from OMol25.

The calculation puts the HOMO energy at -8.2270 eV. For the gap between HOMO and LUMO, the calculation gives 9.16 eV. The energy above the lowest of the compared OMol25 structures with the same formula, charge and spin comes out at 67.7 kcal/mol. The LUMO energy comes out at 0.93 eV. The SMILES is CC[C@@H]1C[C@@]1(C)O. The largest force on an atom comes out at 3.724 eV/Å.

ORCA input file:
```
! RIJCOSX wB97M-V def2-TZVPD def2/J DEFGRID3
* xyz 0 1
C -1.55 -0.67 -1.33
C -1.36 -0.62 0.17
C -0.72 0.73 0.40
C 0.37 1.38 -0.40
C 0.95 0.54 0.65
C 1.62 -0.77 0.22
O 1.53 1.15 1.75
H -1.78 0.50 -1.24
H -2.20 -1.51 -1.70
H -0.61 -0.76 -1.90
H -2.36 -0.66 0.62
H -0.76 -1.37 0.69
H -1.29 1.42 1.04
H 0.45 2.44 -0.20
H 0.55 1.10 -1.43
H 2.56 -0.62 -0.34
H 0.95 -1.33 -0.44
H 1.86 -1.41 1.08
H 1.79 0.44 2.36
*
```

# 8
The following is a quantum chemistry calculation of a structure of composition C7H16 in a non-equilibrium geometry, from OMol25.

The calculation puts the HOMO energy at -9.0347 eV. For the gap between HOMO and LUMO, the calculation gives 9.91 eV. The energy above the lowest of the compared OMol25 structures with the same formula, charge and spin comes out at 175.3 kcal/mol. The LUMO energy comes out at 0.88 eV. The largest force on an atom comes out at 5.498 eV/Å.

ORCA input file:
```
! RIJCOSX wB97M-V def2-TZVPD def2/J DEFGRID3
* xyz 0 1
C 2.20 -0.74 -0.05
C 2.51 0.49 -0.18
C -0.89 0.06 0.01
C -0.35 -1.25 -0.60
C 0.00 0.49 1.23
C -2.41 -0.33 0.21
C -0.74 1.29 -0.96
H 2.11 -1.18 0.93
H 2.35 -1.49 -0.68
H 2.29 1.08 0.78
H 2.80 1.01 -1.08
H 0.77 -1.07 -1.07
H -0.12 -1.79 0.42
H -1.15 -1.85 -1.19
H 0.04 1.68 1.59
H -0.17 -0.26 2.16
H 1.11 0.15 0.88
H -3.08 0.68 0.29
H -2.39 -0.90 1.16
H -2.86 -1.16 -0.68
H -1.77 1.36 -1.57
H -0.52 2.43 -0.20
H 0.26 1.30 -1.39
*
```

# 9
The following is a quantum chemistry calculation of the molecule C12H12N2O5S in a non-equilibrium geometry, from OMol25.

The calculation puts the HOMO energy at -8.5046 eV. For the gap between HOMO and LUMO, the calculation gives 8.44 eV. The energy above the lowest of the compared OMol25 structures with the same formula, charge and spin comes out at 265.6 kcal/mol. The LUMO energy comes out at -0.06 eV. The SMILES is O=C(O)c1ccc(/N=C2\NC(=O)C(CO)(CO)S2)cc1. The largest force on an atom comes out at 16.433 eV/Å.

ORCA input file:
```
! RIJCOSX wB97M-V def2-TZVPD def2/J DEFGRID3
* xyz 0 1
O 6.03 1.60 0.25
C 5.74 0.49 -0.14
O 6.55 -0.32 -0.74
C 4.24 -0.16 -0.07
C 3.75 -1.35 -0.25
C 2.43 -1.81 0.09
C 1.57 -0.80 0.38
N 0.35 -1.48 0.66
C -0.75 -0.65 0.56
N -1.01 0.40 -0.34
C -2.34 0.79 -0.31
O -2.54 1.65 -1.00
C -3.31 -0.18 0.27
C -4.08 -0.63 -0.96
O -3.51 -1.09 -1.92
C -4.19 0.74 1.38
O -4.89 1.84 0.34
S -2.38 -1.45 1.16
C 1.94 0.49 0.80
C 3.33 0.82 0.68
H 7.33 -0.07 -0.85
H 4.49 -1.96 -0.89
H 2.20 -2.56 -0.41
H -0.18 0.89 -0.53
H -4.77 -1.54 -0.34
H -4.97 0.11 -1.08
H -3.30 -0.37 -2.66
H -3.44 0.93 1.96
H -4.79 0.17 1.67
H -4.23 2.23 0.01
H 1.18 1.21 1.29
H 3.56 2.05 1.00
*
```